A molecular structure, C28H35N4OPS2Te4Ti at a distorted geometry, computed with ωB97M-V with the def2-TZVPD basis set.

Each line ends with the Mulliken charge.
Atoms and positions in Å:
Ti 0.252500 -0.046200 0.112100  -0.25
S -4.765500 -2.507600 5.074300  0.12
N -3.362000 -1.694500 5.235600  -0.71
C -2.793800 -1.599600 4.036900  0.79
C -1.524200 -1.023100 3.760400  0.31
C -0.645700 -0.591400 4.754200  -0.93
C 0.640900 -0.240000 4.379900  -1.07
C 0.982800 -0.210200 3.039700  -0.40
N 0.116400 -0.449000 2.034300  1.52
C -1.126200 -0.944700 2.392300  -0.55
C -1.956900 -1.436200 1.369600  0.70
N -1.572200 -1.173900 0.074400  -0.21
C -2.226800 -1.809900 -0.904100  -1.48
C -3.295400 -2.655500 -0.692300  -0.88
C -3.793900 -2.812100 0.601500  -0.69
C -3.143600 -2.173600 1.647300  0.04
C -3.573200 -2.213300 3.008100  0.94
N -4.691800 -2.756000 3.463100  -0.74
H -0.962100 -0.584900 5.783800  0.55
H 1.390400 -0.000400 5.116700  0.46
H 2.011100 0.005800 2.764100  0.30
H -1.875300 -1.614800 -1.912600  0.60
H -3.755800 -3.159500 -1.524500  0.47
H -4.656400 -3.423700 0.806500  0.53
Te 2.937700 0.084800 0.043100  0.11
Te 3.803600 -2.222700 1.202800  -0.21
Te 3.010600 -3.885300 -0.799700  -0.19
Te 0.529400 -2.755100 -0.768000  0.22
C -1.025300 4.909400 -0.562400  -1.79
C 0.311500 4.346300 -1.046700  2.31
C 0.065000 3.831100 -2.474300  -1.99
C 1.324800 5.494500 -1.145500  -1.76
P 0.892200 2.811000 0.014100  1.63
C 2.452700 2.694600 -0.913700  -0.55
C 2.321900 1.910100 -2.068600  -0.31
C 3.343100 1.833100 -2.996900  -0.85
C 4.546900 2.468600 -2.736900  -0.73
C 4.712700 3.185100 -1.559700  -0.74
C 3.666200 3.321900 -0.663400  -0.18
C 1.195100 3.459200 1.811500  2.17
C -0.097100 3.019500 2.525200  -2.07
C 2.401100 2.764300 2.458800  -1.39
C 1.374900 4.958500 2.042900  -2.16
H -1.208300 5.861800 -1.059300  0.58
H -1.057300 5.093000 0.507900  0.34
H -1.832800 4.237300 -0.832500  0.18
H -0.493100 4.582000 -3.034500  0.58
H -0.520300 2.908200 -2.477100  0.07
H 0.995900 3.661700 -3.012000  0.42
H 1.020400 6.142300 -1.968300  0.58
H 2.331500 5.147100 -1.368100  0.17
H 1.355300 6.106900 -0.251000  0.34
H 1.389000 1.349900 -2.222800  0.38
H 3.206000 1.260900 -3.904300  0.48
H 5.360000 2.393700 -3.443000  0.39
H 5.664800 3.648300 -1.347900  0.45
H 3.807300 3.881700 0.249700  0.28
H -0.367700 1.983100 2.280200  0.41
H -0.927000 3.661400 2.232800  0.17
H 0.003100 3.096400 3.607800  0.65
H 2.763000 1.923300 1.866900  -0.25
H 2.151800 2.395900 3.452100  0.49
H 3.235600 3.451200 2.568400  0.48
H 0.540600 5.551500 1.681500  0.47
H 2.297000 5.322100 1.598000  0.32
H 1.440700 5.116900 3.119300  0.53
C -3.313600 2.740900 0.669400  -1.54
S -2.561900 1.106700 0.316700  1.74
C -4.063100 0.542600 -0.582100  -1.43
O -1.489300 1.359600 -0.700700  -0.71
H -3.684900 3.210400 -0.234400  0.50
H -2.573400 3.369100 1.143800  0.18
H -4.118600 2.534200 1.364700  0.54
H -4.630500 -0.072800 0.111400  0.39
H -3.764800 -0.047400 -1.441200  0.32
H -4.656000 1.388600 -0.907200  0.53

Cartesian forces (eV/Å) of the 2 atoms listed first:
Ti -0.265 -0.096 -1.118
S 0.945 0.365 -0.943

Properties
**Orbital gap (alpha / beta)**: 5.05 / 5.06 eV
**HOMO level (alpha / beta)**: -5.770 / -5.780 eV
**LUMO level (alpha / beta)**: -0.72 / -0.72 eV

2 unconnected molecules or ions with the total composition C6H13NO5 at a distorted geometry, computed with ωB97M-V with the def2-TZVPD basis set.

Each line ends with the natural charge from an NBO analysis.
Atoms and positions in Å:
C 3.956160 -0.237203 -0.887998  -0.65
C 3.126333 0.302308 0.245750  -0.07
O 1.983122 -0.271530 0.778841  -0.53
C 0.998620 -0.726307 -0.095868  -0.10
C -0.219194 -1.055797 0.749111  -0.11
O -0.852342 0.122546 1.255752  -0.49
C -1.586296 0.787648 0.334232  0.82
C -2.344250 1.975547 0.809719  -0.73
O -1.626662 0.396728 -0.838329  -0.68
H 5.073468 0.029175 -0.792061  0.22
H 4.020917 -1.265287 -0.943028  0.21
H 3.726239 0.207588 -1.855767  0.21
H 3.143189 1.411140 -0.013025  0.16
H 3.786273 0.286578 1.194579  0.19
H 0.901116 -0.048512 -1.034658  0.20
H 1.277479 -1.771203 -0.585520  0.16
H 0.047753 -1.619151 1.705940  0.22
H -0.925562 -1.731369 0.136322  0.21
H -1.976387 2.477559 1.713976  0.24
H -2.455006 2.652172 -0.061621  0.25
H -3.314676 1.589138 1.166264  0.26
O -5.095154 -1.485979 0.322315  -0.31
N -4.282130 -0.732494 -0.120566  0.32
O -4.127275 -0.857166 -1.438078  -0.54
H -3.235743 -0.436138 -1.746273  0.52

Cartesian forces (eV/Å) of the 2 atoms listed first:
C 1.822 1.335 -0.589
C 3.432 2.342 2.362

Properties
**Orbital gap**: 10.47 eV
**SMILES**: CCOCCOC(C)=O.O=NO
**HOMO level**: -9.838 eV
**LUMO level**: 0.63 eV